Molecular formula: C2H6ClFN
Method: DFT, the ωB97M-V functional and the def2-TZVPD basis

ORCA input file:
```
! RIJCOSX wB97M-V def2-TZVPD def2/J DEFGRID3
* xyz 1 1
C -0.758 0.344 0.303
C 0.868 -0.163 -2.626
N 0.154 -0.578 0.890
F 0.086 -1.199 -2.887
Cl 2.026 -0.341 -1.445
H -0.783 1.397 0.734
H -1.088 -0.069 -0.636
H 0.464 0.719 -2.984
H 1.020 -0.499 0.249
H -0.244 -1.567 0.678
H 0.515 -0.412 1.826
*
```

Maximum force: 2.66 eV/Å
Gap between HOMO and LUMO (alpha / beta): 7.3986 / 10.4248 eV
E: -694.1872 Eh
Energy relative to the best compared isomer or geometry (same formula, charge and spin): 34.2 kcal/mol

=====

Molecular formula: C2H6ClN
Method: DFT, the ωB97M-V functional and the def2-TZVPD basis

ORCA input file:
```
! RIJCOSX wB97M-V def2-TZVPD def2/J DEFGRID3
* xyz 0 1
C 1.699 -0.683 1.116
C 0.358 -0.843 1.046
Cl -0.415 -1.697 2.267
H 2.093 -0.352 0.185
H 2.227 -0.895 2.123
H -0.287 -0.556 0.170
N -1.331 1.283 -1.458
H -0.838 1.959 -2.023
H -1.152 0.371 -1.875
H -2.352 1.414 -1.552
*
```

Maximum force: 2.50 eV/Å
Gap between HOMO and LUMO: 10.2241 eV
SMILES: C=CCl.N
E: -594.7050 Eh
Energy relative to the best compared isomer or geometry (same formula, charge and spin): 29.6 kcal/mol

=====

Molecular formula: C2H6ClN
Method: DFT, the ωB97M-V functional and the def2-TZVPD basis

ORCA input file:
```
! RIJCOSX wB97M-V def2-TZVPD def2/J DEFGRID3
* xyz 0 1
C 0.858 -1.233 -0.154
C -0.580 0.246 0.352
N -0.082 1.439 -0.139
Cl -2.174 -0.297 -0.189
H 0.445 -1.617 -1.075
H 0.816 -1.932 0.661
H 1.759 -0.666 -0.275
H -0.513 0.173 1.435
H -0.351 1.646 -1.090
H -0.178 2.241 0.474
*
```

Maximum force: 4.52 eV/Å
Gap between HOMO and LUMO: 9.5710 eV
E: -594.6787 Eh
Energy relative to the best compared isomer or geometry (same formula, charge and spin): 46.1 kcal/mol